Molecular formula: C26H72N6O7
Method: DFT, ωB97M-V/def2-TZVPD

The net charge is +1. For the energy relative to the best compared isomer or geometry (same formula, charge and spin), the calculation gives 33.43 kcal/mol. As for the expectation value of S²: 0.75. The spin multiplicity is 2. The calculation puts the max |F| at 3.69 eV Å⁻¹. The calculation puts the HOMO energy (spin up / spin down) at -10.89 / -10.89 eV.

Last column: Mulliken spin population.
CARTESIAN COORDINATES (ANGSTROEM)
C (-3.86173, 2.66379, 1.08792)  0.000
C (-4.67159, 1.45204, 0.39046)  0.000
O (-6.02534, 1.41553, 0.72370)  0.000
H (-2.82849, 2.73868, 0.74896)  0.000
H (-4.00552, 2.49282, 2.15479)  0.000
H (-4.37676, 3.55947, 0.74065)  0.000
H (-4.33014, 0.43890, 0.60275)  0.000
H (-4.51963, 1.60104, -0.67857)  0.000
H (-6.45192, 1.03844, -0.04924)  0.000
C (0.77195, 1.68263, -4.62665)  0.000
C (2.10940, 1.06030, -4.70955)  0.000
C (2.06236, -0.51457, -4.75959)  0.001
O (3.24328, -0.94796, -4.15972)  0.002
C (3.49576, -2.26693, -4.49723)  0.001
N (2.75991, 1.87461, -5.75490)  0.000
H (0.21503, 1.81667, -5.55399)  0.000
H (0.98962, 2.62109, -4.11674)  0.000
H (0.11225, 1.13570, -3.95304)  0.000
H (2.59957, 1.26798, -3.75839)  0.000
H (2.12693, -0.74129, -5.82380)  0.001
H (1.14454, -0.93728, -4.35089)  0.000
H (4.41789, -2.57937, -4.00717)  0.000
H (3.42363, -2.42198, -5.57374)  0.000
H (2.83662, -2.89611, -3.89908)  0.000
H (3.72855, 1.59165, -5.79700)  0.000
H (2.31584, 1.54765, -6.60107)  0.000
C (-0.05826, 1.74276, -1.07721)  0.000
C (0.42298, 0.35121, -0.57759)  0.000
C (-0.62975, -0.37225, 0.25827)  0.000
O (-0.50849, -1.75813, 0.05876)  0.000
C (-1.59314, -2.51964, 0.65551)  0.000
N (0.81677, -0.39846, -1.75527)  -0.001
H (-0.41586, 2.36552, -0.25722)  0.000
H (-0.89713, 1.67648, -1.77005)  0.000
H (0.81423, 2.18363, -1.55938)  0.000
H (1.30076, 0.51208, 0.04828)  0.001
H (-1.59939, -0.07927, -0.14430)  0.000
H (-0.59959, -0.16251, 1.32748)  0.000
H (-1.82507, -2.24498, 1.68452)  0.000
H (-1.22617, -3.54576, 0.63308)  0.000
H (-2.46517, -2.38809, 0.01493)  0.000
H (0.29114, -1.21790, -1.48635)  0.000
H (1.79427, -0.63834, -1.67135)  0.001
C (-3.35329, -2.22289, -3.35258)  0.000
C (-1.80767, -2.06124, -3.04650)  0.000
C (-0.93517, -3.26427, -3.26984)  0.000
O (-1.44345, -4.28943, -2.41041)  0.000
C (-0.80986, -5.58050, -2.58360)  0.000
N (-1.36499, -1.11778, -4.03051)  0.000
H (-3.84133, -1.25304, -3.25608)  0.000
H (-3.76749, -2.93962, -2.64347)  0.000
H (-3.40053, -2.56226, -4.38733)  0.000
H (-1.75770, -1.72070, -2.01227)  0.000
H (0.10774, -3.24011, -2.95381)  0.000
H (-1.10852, -3.61399, -4.28755)  0.000
H (-1.25480, -6.20098, -1.80569)  0.000
H (0.21795, -5.66201, -2.22996)  0.000
H (-0.92423, -6.03715, -3.56670)  0.000
H (-1.98546, -0.32569, -4.11829)  0.000
H (-0.53222, -0.66590, -3.68065)  0.000
C (1.51955, 6.94194, 3.44236)  0.000
C (1.79359, 5.47240, 3.91993)  0.000
C (1.70408, 4.61057, 2.57254)  0.000
O (1.36755, 3.28620, 2.59293)  0.000
C (0.10507, 3.14845, 3.38740)  0.000
N (3.03221, 5.38899, 4.61492)  0.000
H (1.82696, 7.57616, 4.27385)  0.000
H (0.43671, 6.98020, 3.32375)  0.000
H (2.04045, 7.03303, 2.48922)  0.000
H (0.97321, 5.29244, 4.61470)  0.000
H (2.67989, 4.77554, 2.11573)  0.000
H (0.93967, 4.95257, 1.87482)  0.000
H (-0.54665, 4.01269, 3.25904)  0.000
H (0.45804, 3.10706, 4.41783)  0.000
H (-0.46093, 2.29069, 3.02408)  0.000
H (2.87500, 5.92932, 5.45363)  0.000
H (3.29722, 4.47565, 4.95501)  0.000
C (7.28474, -0.05467, 0.48543)  0.139
C (6.00252, -0.72982, -0.14041)  -0.005
C (4.73689, 0.11293, 0.07387)  0.041
O (4.87286, 1.34721, -0.76744)  0.016
C (4.06023, 2.47564, -0.43022)  0.002
N (6.18297, -1.01251, -1.57022)  0.796
H (7.48667, 0.81727, -0.13671)  0.001
H (8.09060, -0.76066, 0.28473)  -0.007
H (7.11723, 0.00897, 1.56060)  -0.003
H (5.85542, -1.69990, 0.33436)  0.038
H (4.49747, 0.26259, 1.12666)  0.005
H (3.89824, -0.46702, -0.31138)  -0.006
H (4.43606, 2.92115, 0.49084)  0.000
H (3.01059, 2.31628, -0.18329)  -0.002
H (4.21294, 3.19326, -1.23632)  0.000
H (5.38590, -0.49956, -1.91902)  -0.013
H (6.10389, -1.95504, -1.92447)  -0.007
C (-5.43985, -4.84533, 5.43806)  0.000
C (-4.96978, -3.76065, 4.47868)  0.000
C (-4.12512, -2.69403, 5.19943)  0.000
O (-3.82884, -1.65712, 4.32301)  0.000
C (-4.54848, -0.47036, 4.50970)  0.000
N (-4.17961, -4.34685, 3.43426)  0.000
H (-5.97669, -4.45561, 6.30294)  0.000
H (-4.59923, -5.41339, 5.83652)  0.000
H (-6.09712, -5.56450, 4.94929)  0.000
H (-5.94687, -3.40126, 4.15581)  0.000
H (-3.16410, -3.14245, 5.45134)  0.000
H (-4.44183, -2.43721, 6.21029)  0.000
H (-4.30232, 0.21783, 3.70105)  0.000
H (-4.47967, -0.14757, 5.54853)  0.000
H (-5.57909, -0.72020, 4.25768)  0.000
H (-3.89512, -3.47682, 3.00739)  0.000
H (-4.64622, -4.67682, 2.60150)  0.000

---

Molecular formula: C26H73N11O18PZn2
Method: DFT, ωB97M-V/def2-TZVPD

The net charge is +1. The spin multiplicity is 1. The calculation puts the max |F| at 9.07 eV Å⁻¹. The calculation puts the HOMO energy at -10.76 eV.

Last column: Mulliken charge in e.
CARTESIAN COORDINATES (ANGSTROEM)
Zn (0.11451, -17.72965, 9.25101)  0.800
Zn (-1.82320, -13.40406, 10.79125)  1.450
P (-0.68717, -15.45074, 10.13448)  0.822
O (-1.40533, -16.53828, 9.30193)  -0.147
O (0.61916, -16.23980, 10.25467)  0.479
O (-1.37134, -15.05598, 11.49866)  0.941
O (-0.64073, -14.09557, 9.46283)  2.533
C (3.27973, -15.76838, 12.41661)  0.558
O (4.24654, -15.89434, 13.09185)  -0.732
N (2.06512, -16.18342, 12.68657)  0.473
N (3.27497, -15.33389, 11.18852)  0.083
H (1.26572, -16.11079, 12.07355)  -0.981
H (1.86373, -16.66869, 13.54915)  0.142
H (4.11730, -14.90745, 10.82974)  0.176
H (2.46516, -15.44547, 10.59535)  -0.532
C (-2.43098, -15.55084, 6.10378)  0.199
O (-1.93825, -16.66718, 6.07191)  -0.659
N (-2.56402, -14.77632, 5.15570)  -0.306
N (-2.70715, -14.98259, 7.25340)  0.164
H (-2.98490, -13.87412, 5.32596)  0.127
H (-2.16723, -14.99817, 4.25379)  0.288
H (-2.25681, -15.37096, 8.06978)  -1.035
H (-3.01149, -14.01981, 7.27644)  0.310
C (-3.48355, -12.42743, 13.29879)  -0.195
O (-2.48694, -12.74785, 12.69856)  -0.741
N (-4.50909, -13.26663, 13.48929)  -0.082
N (-3.68565, -11.24426, 13.91031)  -0.377
H (-5.21994, -12.97815, 14.14622)  0.196
H (-4.55424, -14.23309, 13.19944)  0.155
H (-4.44714, -11.07588, 14.55210)  0.170
H (-3.04000, -10.48293, 13.75665)  0.246
C (-4.39695, -15.05729, 10.20652)  0.299
O (-3.63082, -14.10675, 10.32255)  -0.094
N (-5.61524, -15.06352, 10.72344)  -0.301
N (-4.16825, -16.23809, 9.63758)  0.011
H (-6.11509, -14.28313, 11.12498)  0.311
H (-6.21315, -15.85312, 10.52566)  0.143
H (-3.25484, -16.34303, 9.21953)  -0.911
H (-4.81410, -17.00354, 9.50692)  0.250
C (1.09223, -16.13629, 6.60601)  -0.291
O (1.23521, -17.13263, 7.58972)  0.466
C (2.51623, -17.82622, 7.42633)  -0.851
C (2.96572, -18.38256, 8.78657)  -0.724
N (1.76806, -18.94291, 9.40265)  -0.140
C (2.12064, -19.31282, 10.79838)  -0.744
C (0.84238, -19.66741, 11.50022)  -0.786
O (-0.23598, -18.78600, 11.06149)  0.344
C (-1.19648, -18.33822, 11.99897)  -1.594
H (0.75851, -16.75034, 5.76953)  0.405
H (1.94556, -15.53037, 6.30141)  0.524
H (0.46322, -15.31867, 6.95806)  -1.049
H (3.27025, -17.12059, 7.07757)  0.537
H (2.53028, -18.51832, 6.58436)  0.429
H (3.36764, -17.59483, 9.42379)  0.362
H (3.66237, -19.18422, 8.54136)  0.430
H (1.73303, -19.86891, 9.00092)  0.320
H (2.63928, -18.46368, 11.24344)  0.076
H (2.81348, -20.15423, 10.80875)  0.541
H (0.85773, -19.60405, 12.58826)  0.535
H (0.54756, -20.71312, 11.41270)  0.321
H (-0.75662, -17.76351, 12.81403)  0.401
H (-1.64146, -19.19813, 12.49962)  0.491
H (-2.06030, -17.84936, 11.54849)  0.304
C (-5.50469, -9.22116, 11.49129)  -0.616
O (-4.57346, -9.65576, 10.50903)  -0.415
C (-4.65658, -11.01000, 10.14738)  -0.595
C (-3.52104, -11.31608, 9.13131)  -0.764
N (-2.21536, -11.68057, 9.60430)  0.338
C (-1.54807, -10.55731, 10.15998)  -0.874
C (-0.16417, -10.97281, 10.72686)  -0.392
O (-0.17976, -12.27676, 11.39484)  -0.509
C (1.04392, -12.84326, 11.66665)  -0.799
H (-5.28188, -9.50928, 12.51864)  0.128
H (-6.46256, -9.55428, 11.09177)  0.342
H (-5.39298, -8.14023, 11.57624)  0.270
H (-5.66386, -11.05731, 9.73356)  0.764
H (-4.62443, -11.63704, 11.03839)  -0.047
H (-3.48318, -10.57606, 8.33191)  0.677
H (-3.84879, -12.22183, 8.62111)  -0.127
H (-1.75720, -11.92674, 8.73850)  0.129
H (-2.10394, -10.33207, 11.07012)  0.353
H (-1.48984, -9.63630, 9.57993)  0.630
H (0.26936, -10.15813, 11.30690)  0.575
H (0.47959, -11.02364, 9.84873)  -0.241
H (1.04109, -13.91442, 11.86845)  0.007
H (1.42151, -12.35173, 12.56326)  0.486
H (1.78138, -12.68431, 10.87989)  0.278
C (-3.01830, -21.90352, 11.37663)  -0.738
O (-3.02708, -20.96392, 10.35800)  -0.372
C (-1.96300, -20.91189, 9.48166)  -1.090
C (-2.05183, -19.53849, 8.66914)  -0.917
N (-0.87667, -18.98836, 8.01601)  1.087
C (-0.32799, -19.87059, 6.93993)  -0.519
C (-1.29002, -20.08713, 5.75616)  -1.018
O (-2.33463, -20.99355, 5.97648)  -0.289
C (-3.29069, -20.89996, 4.92054)  -0.801
H (-3.95231, -21.84528, 11.93549)  0.249
H (-2.19557, -21.66240, 12.04974)  0.270
H (-2.96708, -22.91419, 10.97165)  0.298
H (-2.03400, -21.80109, 8.85526)  0.681
H (-0.96280, -20.95015, 9.91322)  0.004
H (-2.48632, -18.86325, 9.40628)  0.168
H (-2.92372, -19.69623, 8.03430)  0.948
H (-1.32294, -18.25323, 7.48637)  -0.179
H (-0.02678, -20.86739, 7.26207)  0.533
H (0.51312, -19.47194, 6.37274)  -0.052
H (-0.64703, -20.25926, 4.89300)  0.596
H (-1.74521, -19.10354, 5.64014)  0.250
H (-4.08455, -21.60480, 5.16766)  0.257
H (-2.80700, -21.18555, 3.98641)  0.357
H (-3.76424, -19.92651, 4.79305)  0.294
C (-2.59538, -16.31230, 14.50061)  -0.464
C (-1.67174, -15.09379, 14.75604)  -0.077
O (-0.54931, -15.13241, 13.86025)  -0.638
O (-3.22331, -16.14295, 13.25467)  -0.674
H (-3.36766, -16.30082, 15.26973)  0.533
H (-1.99213, -17.21248, 14.61841)  0.116
H (-1.32301, -15.14470, 15.78749)  0.560
H (-2.26848, -14.18561, 14.84093)  -0.246
H (-0.89881, -15.04960, 12.96997)  -0.113
H (-2.52092, -15.97418, 12.62240)  -0.356
C (0.75623, -12.24703, 6.70862)  -0.384
C (1.90307, -12.36203, 7.76883)  -0.391
O (1.82891, -13.62735, 8.49340)  -0.543
O (-0.46732, -12.22196, 7.40073)  -0.721
H (0.72577, -13.19703, 6.17508)  0.159
H (0.84421, -11.39782, 6.03098)  0.425
H (1.80494, -11.56577, 8.50670)  0.058
H (2.85568, -12.17862, 7.27185)  0.477
H (1.02759, -13.86488, 8.96568)  -0.424
H (-0.53012, -13.07031, 7.84566)  -0.453